Density functional theory data (ωB97M-V with the def2-TZVPD basis set) for a 2-piece molecular cluster, CH2N2OS overall.

Geometry (Å):
N: -1.960745 0.110222 -0.189208
C: -2.141071 -1.086146 -0.167983
O: -2.419440 -2.105529 0.306888
H: -1.139549 0.534283 -0.553482
N: 2.534226 1.336374 0.276794
S: 1.560256 0.092037 0.180449
H: 3.566320 1.118760 0.146541

Forces on atoms 1 to 6 (eV/Å):
N -0.26 0.37 -1.09
C -0.02 0.66 2.57
O -0.29 -1.43 -1.10
H 0.49 0.42 -0.35
N 0.05 -0.97 -0.27
S 1.42 1.16 0.05

DFT total energy (Ha): -622.16519
E_HOMO (alpha / beta) (eV): -9.18 / -9.19
Largest force on an atom (eV Å⁻¹): 2.7
Energy relative to the best compared isomer or geometry (same formula, charge and spin) (eV): 0.339
Spin multiplicity: 1
Frontier orbital gap (alpha / beta) (eV): 7.4 / 7.4
SMILES: N=C=O.N=S

Charges per atom according to Löwdin partitioning, unit e:
1. N 0.1725
2. C -0.4155
3. O 0.1555
4. H 0.0027
5. N -0.5014
6. S 0.5936
7. H -0.0073



Density functional theory data (ωB97M-V with the def2-TZVPD basis set) for a 7-piece molecular cluster, H14O7 overall.

Geometry (Å):
O: -13.921018 13.491473 -0.727690
H: -13.270189 14.168266 -0.541639
H: -13.471705 12.667838 -0.538014
O: -12.893557 13.465981 3.164286
H: -12.767726 13.159352 2.266301
H: -12.321382 12.907813 3.690877
O: -15.947713 13.408147 1.150040
H: -15.115513 13.269716 0.697817
H: -15.993947 14.354921 1.283108
O: -12.265769 11.610802 0.395821
H: -12.651806 10.792270 0.084006
H: -11.404008 11.643254 -0.019553
O: -13.835239 12.319388 7.124606
H: -14.584641 12.740156 7.546008
H: -13.699707 12.820349 6.320303
O: -12.397651 11.113244 4.793357
H: -12.234410 10.318674 5.301544
H: -13.348842 11.218677 4.811711
O: -15.014096 14.563523 4.626276
H: -15.745491 14.046931 4.287989
H: -14.235195 14.146871 4.257557

Forces on atoms 1 to 6 (eV/Å):
O -0.45 0.35 -0.32
H 0.17 0.22 0.01
H 0.47 -0.26 0.11
O 0.01 0.30 0.10
H -0.12 -0.18 -0.29
H 0.35 -0.38 0.23

DFT total energy (Ha): -535.06886
E_HOMO (eV): -10.72
Largest force on an atom (eV Å⁻¹): 0.9
Energy relative to the best compared isomer or geometry (same formula, charge and spin) (eV): 1.496
Spin multiplicity: 1
Frontier orbital gap (eV): 10.7
SMILES: O.O.O.O.O.O.O

Here are the Löwdin charges for atoms 1 to 8, given in e:
1. O -0.0480
2. H 0.0536
3. H -0.0088
4. O -0.0361
5. H 0.0224
6. H 0.0193
7. O -0.0655
8. H -0.0321



Density functional theory data (ωB97M-V with the def2-TZVPD basis set) for C8H17CuO7 as an isolated structure.

Geometry (Å):
Cu: -1.245387 0.664814 -1.268901
C: 2.920390 0.987248 -2.748198
C: 1.621380 1.643719 -2.235038
O: 0.423998 1.417662 -2.878159
H: 3.051924 -0.065217 -2.496990
H: 3.720993 1.549540 -2.267617
H: 3.015636 1.125619 -3.825183
H: 1.780392 2.713331 -2.098078
H: 1.506204 1.216244 -1.239000
C: -2.507038 -1.618613 1.722949
O: -2.731067 -2.514010 0.629573
C: -1.755029 -2.418249 -0.293278
O: -0.935711 -1.505371 -0.430890
O: -2.002375 -3.495423 -1.168445
C: -1.209946 -3.550941 -2.348071
H: -3.225224 -1.848155 2.510104
H: -2.718215 -0.605195 1.381651
H: -1.526200 -1.668000 2.195842
H: -0.167218 -3.836464 -2.209135
H: -1.107342 -2.560256 -2.790913
H: -1.566077 -4.294187 -3.061413
C: 0.049188 3.839194 1.817981
O: 0.831875 2.744740 2.201041
C: 0.433233 1.514702 1.907722
O: -0.583609 1.223588 1.177872
O: 1.251756 0.638541 2.433870
C: 0.884916 -0.697970 2.522627
H: 0.017690 4.057342 0.750502
H: 0.473903 4.744618 2.251483
H: -0.972761 3.792771 2.194229
H: 0.107325 -0.765324 3.283487
H: 1.704102 -1.365718 2.789392
H: 0.458297 -1.064578 1.588982

Forces on atoms 1 to 6 (eV/Å):
Cu 0.45 0.49 -0.98
C -0.16 0.76 -0.31
C -1.38 -1.13 0.28
O -0.16 -0.51 0.09
H -0.33 -0.09 -0.04
H 0.42 -0.06 0.03

DFT total energy (Ha): -2482.07158
E_HOMO (alpha / beta) (eV): -0.63 / -3.02
Largest force on an atom (eV Å⁻¹): 5.7
Spin multiplicity: 2
Frontier orbital gap (alpha / beta) (eV): 3.5 / 5.8
Net charge: -1

Here are the Löwdin charges for atoms 1 to 8, given in e:
1. Cu 0.1520
2. C -0.1333
3. C -0.5543
4. O -0.4172
5. H 0.0466
6. H 0.0426
7. H 0.0498
8. H 0.0701